43
Properties=species:S:1:pos:R:3:forces:R:3:mulliken_charge:R:1 method="wB97M-V/def2-TZVPD" de_lowest_kcal_mol=9.5 fmax_ev_per_a=5.9 orbital_gap_ev=2.274 homo_energy_ha=-0.58873 charge=+5 mol_weight_g_mol=658.26 energy_ha=-974.85017
Ba -1.0149 -3.8242 -6.5813 0.29 0.42 -0.18 1.9960
Ba -1.7140 -9.3440 1.2345 0.33 -0.01 0.47 1.9937
Ba -8.6146 -1.1301 1.1219 0.15 0.46 0.12 1.9955
N -2.5400 -2.6864 0.1748 -1.23 0.85 0.29 1.0527
O -3.2789 -1.8932 0.7248 -1.98 2.08 1.13 -0.6705
O -2.1286 -3.6263 0.7640 1.82 -4.58 3.29 -0.6807
O -2.2499 -2.5715 -0.9767 0.91 1.10 -5.10 -0.6927
C 4.8345 -0.2506 -3.2449 0.13 -0.14 2.03 -1.0521
C 4.3659 0.4372 -4.4399 -1.99 1.08 0.91 -0.0849
O 2.8276 0.4008 -4.4433 1.63 -0.82 -1.83 -0.5842
H 5.8767 0.0137 -3.0664 0.15 -0.43 -0.02 0.3194
H 4.6402 -1.3173 -3.1331 0.21 -0.06 -0.39 0.2662
H 4.2878 0.2510 -2.4464 0.13 -0.23 0.59 0.2951
H 4.9189 0.0634 -5.3016 -1.21 0.19 -0.68 0.3151
H 4.5895 1.4797 -4.2132 0.18 0.13 -0.91 0.2359
H 2.4673 0.5520 -3.5664 0.69 0.16 0.27 0.2916
C -6.0831 5.4370 -2.2314 -1.79 -0.72 2.11 -0.9945
C -6.0172 4.2889 -1.1756 2.07 3.77 1.02 -0.2832
O -6.4988 3.1356 -1.6176 -1.60 -3.96 -1.71 -0.5254
H -5.6921 5.1780 -3.2153 0.40 0.36 0.27 0.3669
H -5.8014 6.3524 -1.7111 0.87 0.07 -0.70 0.3151
H -7.1618 5.5830 -2.2883 -0.19 0.06 -0.78 0.2717
H -6.5845 4.5320 -0.2771 -0.08 0.47 -0.07 0.2717
H -4.9903 4.1559 -0.8352 0.40 0.13 0.13 0.2630
H -6.0349 2.9492 -2.4371 -0.15 -0.30 -0.20 0.3157
C 3.1552 -4.1293 3.3815 0.30 -0.67 0.49 -1.0002
C 2.6904 -5.3943 4.1430 -0.67 1.07 0.93 -0.2704
O 2.7786 -6.6216 3.4619 -0.11 -0.36 -1.08 -0.5497
H 2.8992 -3.2175 3.9212 -0.16 -0.15 0.16 0.3238
H 2.7282 -4.0440 2.3823 -0.10 -0.21 0.01 0.2862
H 4.2423 -4.1151 3.3039 0.07 -0.08 -0.16 0.3373
H 1.6490 -5.2789 4.4435 -0.29 0.02 -0.38 0.2573
H 3.1571 -5.5407 5.1172 0.63 0.50 -0.04 0.2951
H 3.6441 -6.6446 3.0472 0.20 -0.20 0.00 0.3230
C 2.0829 3.2702 2.7237 -1.09 -1.40 -0.42 -0.9429
C 0.9110 2.8494 1.7880 -0.55 1.97 -0.10 -0.2800
O -0.3954 2.8621 2.4880 1.62 -0.42 -0.63 -0.5079
H 2.1093 2.5428 3.5351 0.29 0.06 0.12 0.2635
H 1.9738 4.2607 3.1655 -0.22 -0.05 -0.31 0.2854
H 3.0081 3.2085 2.1506 0.04 0.10 0.11 0.3175
H 1.0561 2.0076 1.1108 0.19 -1.04 1.04 0.3296
H 0.8614 3.5885 0.9883 -0.23 0.77 0.16 0.2599
H -0.9547 2.2300 2.0306 -0.05 -0.01 0.03 0.2752